A cluster of 10 separate species, C30H40O30 in total in a non-equilibrium geometry, computed with wB97M-V/def2-TZVPD.

Structure (XYZ):
```
100
Properties=species:S:1:pos:R:3:forces:R:3
C -1.0839 -4.2191 -0.8310 0.3020 0.4336 0.7210
C -1.0860 -4.6736 -2.2549 3.3322 -1.4173 0.2311
O -2.3163 -4.4021 -2.7306 -1.5270 -0.0148 -2.7561
C -3.1425 -4.0361 -1.7973 -3.4986 2.2355 1.5588
O -4.3221 -3.7266 -1.9411 3.2479 -1.1973 0.4397
O -2.4454 -3.9250 -0.6148 -1.1229 0.0026 0.2454
H -0.4743 -3.3236 -0.7101 -0.1784 0.2131 0.1781
H -0.7291 -4.9615 -0.1161 -0.1735 -0.0858 -0.0388
H -0.8856 -5.7432 -2.3173 -0.0631 -0.1439 -0.1578
H -0.2904 -4.1659 -2.8002 -0.2837 0.0782 -0.3845
C -3.1638 -2.3537 3.4984 0.6184 -2.8966 0.1595
C -2.6725 -3.7353 2.8708 -1.5185 1.2832 0.0392
O -2.5329 -4.5891 4.0188 -0.2052 -0.9130 -2.0854
C -2.3646 -3.8629 5.0880 0.5340 0.7915 1.1798
O -1.9938 -4.2808 6.1451 -0.1543 0.1269 -0.0245
O -2.6118 -2.5697 4.8331 0.1236 1.8278 -0.0921
H -4.2412 -2.3009 3.6549 0.0185 -0.0137 -0.4082
H -2.8003 -1.5309 2.8827 0.3698 0.2439 0.8730
H -1.7232 -3.6282 2.3458 0.0437 -0.0316 0.1722
H -3.4425 -4.1102 2.1965 0.2678 -0.3329 0.0752
C 2.2319 -3.7025 2.9618 1.6612 -0.5447 -1.3942
C 2.4353 -3.0160 4.2555 0.9801 -1.0365 1.9001
O 1.7243 -1.8056 4.1378 -0.3097 0.6749 0.3587
C 0.8042 -1.9570 3.1802 -1.6225 2.2133 -1.3406
O -0.0463 -1.1233 2.8526 2.3534 -2.6411 1.1797
O 1.0415 -3.1247 2.5538 -2.4137 0.2435 -1.2177
H 2.2042 -4.7916 2.9283 -0.5775 0.0423 0.7199
H 2.9842 -3.5043 2.1983 0.2791 0.5673 -0.0160
H 3.4520 -2.8030 4.5859 -0.0191 -0.0570 -0.4360
H 2.0144 -3.6653 5.0231 -0.3592 0.3671 0.3721
C -4.0422 -1.3350 -4.9030 -0.4413 0.1982 2.4436
C -4.0778 -2.7052 -5.4659 0.9239 -0.2179 -1.1001
O -5.4556 -2.8405 -5.7795 -0.2742 -1.5567 -1.7106
C -6.2084 -2.1164 -5.0035 -4.1924 0.8644 3.5878
O -7.4682 -2.2297 -4.8198 5.8628 0.7325 -1.2275
O -5.3678 -1.2854 -4.2329 -0.5006 -0.2863 -1.9824
H -3.8830 -0.5349 -5.6259 -0.5050 -0.0597 -0.0876
H -3.3091 -1.2207 -4.1045 0.0200 0.0700 -0.0768
H -3.7271 -3.5536 -4.8784 -0.4139 0.3213 0.6763
H -3.4502 -2.7514 -6.3559 -0.4684 -0.0193 -0.4358
C 0.5881 -0.1184 -0.1117 -1.9651 0.2302 0.5072
C -0.9692 -0.2628 -0.0120 1.1770 2.0173 3.3528
O -1.3522 -0.6702 -1.2269 -1.7724 -2.5692 -2.5340
C -0.3909 -0.4783 -2.1484 -3.1301 1.5034 -0.6196
O -0.6561 -0.4224 -3.3204 1.0417 -0.9050 0.2466
O 0.6624 -0.0758 -1.5302 3.9562 0.3747 -0.4633
H 1.1766 -0.9332 0.3101 0.0263 -0.0543 -0.2185
H 0.8693 0.8548 0.2907 0.3802 -0.2981 -0.1352
H -1.3762 0.7380 0.1328 0.0159 0.2494 0.1458
H -1.3640 -0.8232 0.8354 0.2624 -0.5709 -0.4016
C -0.1906 6.2875 0.6599 -1.3266 1.6129 0.1268
C -0.9214 6.1962 -0.7060 0.5993 0.0287 1.3467
O -0.5338 4.9019 -1.1468 0.4941 -1.4797 0.5869
C 0.2751 4.2757 -0.1924 -0.1730 -1.3884 -1.5574
O 0.6630 3.1161 -0.2339 -1.0323 2.6782 -0.0497
O 0.5893 5.1671 0.7309 1.8952 -1.7423 0.5972
H -0.9026 6.1762 1.4777 -0.1725 0.4723 0.0147
H 0.3997 7.1936 0.7962 0.0881 -0.1415 -0.0417
H -0.5891 6.9387 -1.4316 -0.3116 -0.0907 0.0259
H -1.9706 6.2417 -0.4143 -0.1688 -0.0646 -1.0170
C 3.9404 -0.8517 -2.9672 -1.8487 -1.0766 0.9763
C 4.9027 -0.4635 -1.9237 1.2847 0.3423 0.5328
O 4.8903 0.9512 -2.0092 0.3820 1.2175 -0.2868
C 4.3746 1.3361 -3.2196 -0.8476 2.3324 1.0419
O 4.3086 2.4777 -3.6423 0.5893 -2.4472 0.7857
O 3.7502 0.2917 -3.7334 0.0296 -0.0887 -2.5666
H 3.0210 -0.9608 -2.3920 -0.5146 -0.4725 -0.5266
H 4.1493 -1.7841 -3.4917 0.1132 0.4452 -0.4672
H 5.9346 -0.7633 -2.1063 -0.0102 -0.3668 0.2686
H 4.4879 -0.7945 -0.9716 0.7024 0.2314 0.2580
C 3.9823 1.0772 4.7171 -0.6310 -1.0980 1.2794
C 4.8321 -0.1280 4.1881 1.2798 2.9185 2.1497
O 4.8829 0.1986 2.8471 -0.7623 -0.8310 -1.9332
C 3.7957 0.8823 2.5082 -2.3472 1.0049 -3.6176
O 3.4551 1.0776 1.3358 0.7937 -0.4368 3.7016
O 3.0951 1.3036 3.6291 1.1413 -0.3327 -1.4913
H 4.4634 2.0093 5.0137 0.6114 -0.1480 -0.4871
H 3.3883 0.7956 5.5866 -0.1259 -0.1643 -0.0910
H 4.4144 -1.0789 4.5190 0.1562 -0.0174 -0.6764
H 5.8832 0.0590 4.4079 -0.0784 -0.8857 1.1898
C -0.6882 3.5372 4.0679 0.9783 -1.0045 -0.0570
C -0.0704 2.1782 3.6357 -0.1774 0.6053 0.4052
O -1.0701 1.7405 2.7553 0.4410 -2.8306 -0.0319
C -1.7692 2.7162 2.2889 -2.0914 1.1558 -2.0061
O -2.5755 2.6259 1.3930 0.7654 0.1998 0.7991
O -1.4955 3.8660 2.9314 0.6151 0.6672 0.1670
H 0.1971 4.1556 4.2166 -0.7179 0.8673 0.0302
H -1.3967 3.4986 4.8953 0.5441 -0.0921 0.3590
H 0.1242 1.4290 4.4031 -0.3698 0.1465 0.0747
H 0.8476 2.2861 3.0580 0.0432 0.3204 0.0576
C 0.0730 2.9707 -3.8865 1.6991 -0.1866 -0.0689
C 0.9763 4.1913 -4.2523 -0.2558 -1.6647 1.1601
O 0.0438 5.0680 -4.8088 0.0615 1.2135 -0.3830
C -1.1325 4.4398 -5.0292 -0.8096 2.9318 -2.5350
O -2.0198 4.9168 -5.6940 0.5450 -0.0718 0.7940
O -1.1306 3.2658 -4.5484 -0.8505 -2.9168 1.4100
H -0.0340 2.8668 -2.8068 -0.3969 -0.0703 -0.1509
H 0.4750 2.0601 -4.3308 -0.1192 -0.0976 0.3044
H 1.7538 3.8675 -4.9443 0.0051 0.4817 -0.1279
H 1.3987 4.5856 -3.3281 0.1736 0.2915 -0.2918
```
Forces are in eV/Å.

Results
Orbital gap in Eh: 0.3421
Lowest unoccupied orbital energy in eV: -0.52
HOMO energy in eV: -9.825
ΔE to the lowest compared entry with this formula, charge and spin in eV: 3.696
Multiplicity: 1

Results of the Löwdin charge analysis, in e, for atoms 1 through 8: C -0.13; C -0.16; O 0.10; C -0.52; O 0.15; O 0.05; H 0.12; H 0.13

=====

A structure of composition C30H41BrN6O3S2Si2Ti, computed with wB97M-V/def2-TZVPD.

Structure (XYZ):
```
86
Properties=species:S:1:pos:R:3:forces:R:3
Ti 0.0100 -0.1140 -0.3944 -0.0861 0.0548 0.1295
C 0.0398 1.5044 3.3200 0.0020 0.0144 0.0285
Si -1.4710 0.9341 2.3772 0.0211 0.0215 -0.0361
C -3.0341 1.8188 2.8978 -0.0669 0.0506 -0.0676
C -1.8142 -0.8693 2.7574 0.0427 -0.0343 -0.0335
C -1.2643 1.2304 0.4586 -0.0848 0.1532 0.0680
C -2.4323 0.5691 -0.2146 0.0851 -0.0459 0.0326
C -3.7769 0.9171 -0.2536 -0.0497 -0.0047 0.0030
C -4.6458 0.0974 -0.9534 0.0307 0.0018 0.0082
C -4.1732 -1.0380 -1.6092 0.0133 -0.0067 -0.0016
C -2.8298 -1.3314 -1.5360 -0.0291 -0.0248 -0.0149
N -2.0069 -0.5426 -0.8361 0.0670 0.0349 0.0391
Si -1.0378 3.1385 0.0650 0.0630 -0.0129 0.0363
C -0.9066 4.2217 1.5832 -0.0961 -0.0251 0.0461
C -2.5199 3.7384 -0.9014 -0.0313 0.0067 -0.0356
C 0.5242 3.4983 -0.8938 0.0112 -0.0340 -0.0395
H -0.2325 2.2507 4.0686 0.0096 0.0029 -0.0112
H 0.8097 1.9350 2.6806 0.0091 -0.0006 -0.0030
H 0.4832 0.6549 3.8438 0.0042 0.0095 -0.0011
H -3.0169 1.9392 3.9841 0.0039 -0.0073 0.0011
H -3.9120 1.2161 2.6561 0.0044 0.0040 0.0130
H -3.1662 2.8079 2.4618 -0.0397 -0.0400 0.0281
H -2.3174 -0.8975 3.7278 -0.0030 0.0093 -0.0016
H -0.9155 -1.4785 2.8490 -0.0064 -0.0233 0.0034
H -2.4889 -1.3352 2.0347 -0.0031 -0.0143 0.0146
H -4.1313 1.7992 0.2565 0.0063 -0.0119 -0.0088
H -5.6990 0.3438 -0.9936 -0.0015 -0.0024 0.0009
H -4.8395 -1.6802 -2.1662 -0.0007 -0.0002 0.0001
H -2.3903 -2.1906 -2.0348 0.0024 0.0116 0.0010
H -1.8372 4.3038 2.1435 0.0628 0.0295 0.0113
H -0.6723 5.2231 1.2104 -0.0018 -0.0016 -0.0200
H -0.1124 3.9467 2.2735 0.0401 -0.0079 -0.0014
H -3.4062 3.8339 -0.2722 -0.0013 0.0150 -0.0130
H -2.7843 3.1279 -1.7653 -0.0174 0.0188 0.0077
H -2.2816 4.7416 -1.2645 -0.0008 -0.0039 -0.0059
H 1.4024 3.3716 -0.2609 0.0335 -0.0068 0.0069
H 0.4712 4.5554 -1.1695 0.0030 -0.0008 0.0000
H 0.6705 2.9256 -1.8075 0.0207 0.0110 0.0096
C 5.4236 4.3226 3.5414 -0.0108 -0.0104 -0.0059
C 4.6978 3.2912 2.7289 0.0320 0.0363 0.0191
C 4.5487 3.4384 1.3509 -0.0056 0.0031 -0.0327
C 3.8893 2.4847 0.5960 -0.0098 -0.0476 0.0266
C 3.3674 1.3720 1.2470 0.0393 0.0919 0.0662
C 3.5058 1.1898 2.6195 0.0177 0.0237 -0.0483
C 4.1691 2.1567 3.3484 -0.0118 -0.0422 0.0231
S 2.6351 0.1261 0.2997 -0.1686 -0.1685 -0.1778
O 1.8143 0.7938 -0.7814 0.0354 0.0420 0.0166
O 3.5672 -0.8491 -0.1634 0.0203 0.0254 0.0173
N 1.3965 -0.4832 1.1209 -0.1375 -0.0501 0.0734
C 1.1230 -1.8600 1.1880 0.0257 0.0069 -0.0767
C 1.7650 -2.8641 1.8787 0.0266 0.0296 0.0241
C 1.1725 -4.1192 1.8369 -0.0235 -0.0027 -0.0218
C -0.0117 -4.3221 1.1323 0.0127 -0.0072 0.0324
C -0.5765 -3.2660 0.4490 -0.0059 0.0149 -0.0258
N 0.0091 -2.0638 0.4692 0.0846 -0.0125 0.0347
H 5.6780 5.1954 2.9445 0.0012 0.0010 0.0046
H 6.3473 3.9047 3.9450 -0.0010 -0.0003 -0.0037
H 4.8164 4.6450 4.3876 0.0048 0.0035 -0.0010
H 4.9586 4.3118 0.8605 -0.0042 -0.0020 0.0018
H 3.7842 2.5998 -0.4750 -0.0042 0.0131 0.0023
H 3.0882 0.3183 3.1066 -0.0023 0.0045 0.0054
H 4.2794 2.0335 4.4185 -0.0021 0.0043 -0.0041
H 2.6744 -2.6685 2.4285 -0.0058 -0.0087 0.0014
H 1.6313 -4.9428 2.3682 -0.0074 -0.0006 0.0005
H -0.4882 -5.2909 1.1111 0.0022 0.0016 -0.0044
H -1.4829 -3.3678 -0.1307 0.0203 -0.0120 -0.0079
O 1.3781 -2.1646 -6.1426 0.0011 0.0038 0.0077
C 1.0862 -1.7427 -4.9193 -0.0130 0.0111 -0.0426
C 1.5959 -2.3155 -3.7535 0.0272 0.0080 0.0071
C 1.1940 -1.8056 -2.5496 -0.0154 0.0182 0.0263
N 0.3313 -0.7743 -2.4216 0.1666 -0.0616 -0.1950
C -0.1047 -0.2123 -3.5570 -0.0621 -0.0215 0.0865
Br -1.2005 1.3055 -3.3696 -0.0048 0.0124 -0.0140
C 0.2223 -0.6512 -4.8120 0.0011 -0.0093 -0.0180
H 1.9821 -2.9184 -6.1309 0.0022 -0.0097 -0.0018
H 2.2716 -3.1588 -3.7847 0.0008 0.0047 0.0096
H 1.5701 -2.2431 -1.6332 0.0114 0.0106 0.0042
H -0.1627 -0.1696 -5.6985 0.0006 0.0094 0.0077
N -1.4242 -6.8902 -2.8775 0.0198 0.0223 0.0050
C -1.8191 -5.6828 -3.3006 0.0088 -0.0193 -0.0240
N -2.9548 -5.6300 -4.0062 -0.0010 0.0210 0.0055
S -0.9156 -4.2925 -2.9567 -0.0812 -0.0803 -0.0061
H -1.8848 -7.7391 -3.1617 -0.0075 -0.0025 0.0063
H -0.5383 -6.9620 -2.4108 -0.0010 0.0006 0.0041
H -3.4699 -6.4558 -4.2632 -0.0003 -0.0018 -0.0095
H -3.2350 -4.7504 -4.3998 0.0081 0.0067 0.0077
```
Forces are in eV/Å.

Results
Orbital gap in Eh: 0.2584
Charge: +2
Lowest unoccupied orbital energy in eV: -6.21
HOMO energy in eV: -13.245
ΔE to the lowest compared entry with this formula, charge and spin in eV: 0.211
Multiplicity: 1

Results of the Löwdin charge analysis, in e, for atoms 1 through 8: Ti 1.05; C -0.17; Si 0.50; C -0.15; C -0.15; C -0.37; C -0.41; C -0.01

=====

- multiplicity of number 2 (C30H41BrN6O3S2Si2Ti)?
  1

=====

- Which value of ΔE to the lowest compared entry with this formula, charge and spin does entry 2 give?
  0.211 eV